(1)
Here is one molecule with the formula C18H28O3 from OMol25. Energies are from ωB97M-V/def2-TZVPD.

E: -25263.58635 eV
Kohn-Sham gap: 8.9 eV
total charge: 0
ΔE to the lowest compared entry with this formula, charge and spin: 5.2 kcal/mol
SMILES: CCCCCCCCCCCC(=O)c1c(O)cccc1O

Last column: natural (NBO) charge in e.
CARTESIAN COORDINATES (ANGSTROEM)
H 2.305 2.347 -0.016  0.236
H 0.252 3.658 0.043  0.191
H -2.310 -1.475 -1.358  0.197
C -3.095 -1.793 -0.669  -0.396
H -0.888 2.046 -1.483  0.200
C 1.712 1.548 0.433  -0.506
H -2.312 -3.786 -0.803  0.198
H -2.027 2.105 1.341  0.196
C -1.498 1.608 -0.688  -0.404
H 4.918 -0.240 -2.987  0.205
O 4.560 -1.282 2.080  -0.661
H -3.331 2.199 -1.639  0.200
C -2.657 -3.107 -0.019  -0.388
H -1.015 0.686 -0.365  0.193
H 3.198 1.038 -2.777  0.489
H -4.085 1.328 0.500  0.200
H 3.788 -0.797 2.478  0.513
C -2.872 1.276 -1.275  -0.391
H -4.081 -3.192 1.615  0.201
C -0.213 3.160 0.898  -0.389
C 5.732 -1.303 -1.313  -0.128
H -1.810 -2.915 0.645  0.194
C 0.755 2.122 1.475  -0.400
H -4.635 -3.963 0.127  0.199
C 3.682 -0.079 0.183  -0.286
H 1.165 1.071 -0.380  0.245
C -3.848 0.618 -0.296  -0.392
H -2.443 -0.493 0.914  0.193
C -1.570 2.592 0.478  -0.394
H 6.514 -1.764 -1.896  0.218
C 4.608 -0.973 0.787  0.403
H -3.427 -4.755 1.141  0.210
O 2.548 0.239 2.219  -0.606
C 5.622 -1.567 0.031  -0.319
H -2.734 0.623 -2.139  0.199
H 1.355 2.581 2.264  0.214
C 2.650 0.535 1.029  0.594
C -3.354 -0.681 0.344  -0.401
H -4.117 -1.012 1.051  0.202
O 2.962 0.998 -1.840  -0.669
H -4.777 0.412 -0.833  0.200
C 3.824 0.165 -1.201  0.371
H -4.000 -1.967 -1.256  0.192
H -0.399 3.925 1.655  0.207
C -3.769 -3.794 0.765  -0.607
H 0.195 1.309 1.938  0.208
H -2.216 3.426 0.190  0.199
H 6.302 -2.233 0.536  0.228
C 4.835 -0.444 -1.928  -0.358

(2)
Here is one molecule with the formula C4H8O2 from OMol25. Energies are from ωB97M-V/def2-TZVPD.

E: -8369.58597 eV
Kohn-Sham gap: 9.1 eV
total charge: 0
ΔE to the lowest compared entry with this formula, charge and spin: 85.2 kcal/mol

Last column: natural (NBO) charge in e.
CARTESIAN COORDINATES (ANGSTROEM)
C 1.266 -1.031 -0.282  -0.827
H -1.894 -0.262 1.451  0.232
H 1.165 1.769 -0.766  0.511
O -0.757 1.394 -1.013  -0.561
H -1.947 -1.196 -0.049  0.252
C 0.620 0.060 0.399  -0.054
H 2.058 0.324 -0.547  0.483
H 0.700 0.127 1.484  0.232
O 1.689 1.296 -0.080  -0.801
C -1.924 -0.180 0.360  -0.718
H 0.772 -1.421 -1.171  0.212
C -0.702 0.532 -0.156  0.577
H 1.774 -1.773 0.327  0.221
H -2.819 0.360 0.043  0.242

(3)
Here is C50H54ClN3O5P3Si2Sn as an isolated structure at a distorted geometry from OMol25. Energies are from ωB97M-V/def2-TZVPD.

E: -129396.20827 eV
Kohn-Sham gap (spin up / spin down): 6.4 / 6.3 eV
total charge: +1

Last column: Mulliken charge in e.
CARTESIAN COORDINATES (ANGSTROEM)
C 1.840 -7.541 -0.055  -0.879
C 5.729 -2.468 1.270  -0.747
C -4.413 2.189 2.994  -0.952
H 4.409 -4.114 1.406  0.332
H 2.416 2.427 -3.970  0.476
H -1.242 2.476 4.550  0.568
H -0.620 6.874 -1.370  0.509
H 0.378 -6.908 -1.493  0.512
C -2.088 1.998 -3.129  0.644
C 2.215 3.062 2.582  -0.921
C 2.604 -7.103 1.009  -0.983
H -5.551 4.741 1.101  0.453
O 1.166 -0.651 2.856  -0.869
H 2.629 3.560 3.447  0.429
H -1.433 -4.576 5.911  0.380
H 2.226 3.763 1.746  0.262
Sn -0.041 -0.222 0.611  1.084
C -3.179 1.996 2.388  -1.527
H 6.602 -3.082 1.396  0.462
C 1.044 -5.261 -0.355  0.780
C 2.975 -0.054 -2.509  -1.306
H -3.343 5.044 -5.182  0.401
H -3.359 2.815 -1.547  0.796
H 0.348 2.256 5.304  0.373
H 1.024 -4.876 5.989  0.413
C 1.059 -6.612 -0.705  -0.705
O 2.356 0.619 4.474  -0.691
H 3.209 -5.500 2.228  0.199
C 0.564 -4.469 5.088  -0.814
H 6.826 -0.593 1.089  0.401
H -4.123 4.716 -2.829  0.458
H 1.808 -8.577 -0.338  0.428
H 2.871 2.234 2.312  0.086
H -0.047 4.997 1.852  0.302
C -2.554 -1.933 -1.883  -0.157
H -3.454 4.350 -0.016  0.062
H -0.420 0.943 4.416  0.241
H -1.465 4.395 2.688  0.373
H -1.068 1.464 -4.926  0.742
H 3.214 -7.783 1.602  0.443
H -3.374 -3.892 -1.584  0.450
C -2.993 2.915 -2.568  -0.898
H -0.189 -0.976 -4.739  0.282
H 1.406 -0.978 -5.528  0.491
H -1.894 5.157 -0.170  0.236
H 2.598 -0.258 0.979  -0.076
H -2.517 1.245 2.775  0.477
H -4.881 -3.764 -3.528  0.400
H -4.950 -1.702 -4.886  0.441
H 3.775 0.149 -3.208  0.519
C 1.354 -4.112 4.019  0.089
H 1.315 2.389 -0.800  0.253
C 2.642 -5.764 1.354  -0.448
C 0.779 -3.533 2.889  1.088
C 0.083 -4.422 -1.097  -0.935
N 0.242 -3.283 -1.640  -0.082
P 1.722 -3.138 1.383  -0.751
Si 1.332 0.310 -3.347  0.893
C 1.867 -4.807 0.677  1.511
C 1.042 5.617 -1.725  -0.905
Si 0.420 2.700 2.841  0.477
H 1.459 1.860 -5.317  0.448
C -0.379 4.401 2.686  -1.234
Cl 1.873 -0.689 4.188  2.049
C -0.944 4.893 -0.606  -0.772
P -1.498 0.591 -2.149  1.190
N -0.193 1.686 1.467  0.516
C -3.423 4.017 -3.295  -0.494
O 2.941 -1.612 4.029  -0.682
C 5.857 -1.089 1.106  -0.896
H 1.075 -2.037 -4.118  0.243
C -3.375 -2.995 -2.199  -0.745
C -0.271 2.006 4.440  -1.299
H -4.674 1.606 3.859  0.467
H -0.119 4.946 3.588  0.543
C 1.589 4.361 -1.575  -0.697
H -3.546 0.232 -4.316  0.400
H 1.456 -1.899 -1.736  -0.344
C -2.575 -0.773 -2.665  0.860
H 2.429 -4.194 4.067  0.355
C -3.676 3.750 0.850  -0.635
C -1.712 0.911 -0.463  -1.708
H 2.595 4.158 -1.915  0.527
H -1.071 -2.908 1.983  0.337
C -2.997 4.191 -4.603  -0.814
C 4.490 -3.046 1.309  -0.923
C 0.889 -1.055 -4.575  -1.173
C -4.265 -1.771 -4.057  -0.762
C -0.806 -4.275 5.063  -0.526
O 1.539 -2.815 -1.420  -0.285
C 4.724 -0.315 0.950  -0.705
C -4.225 -2.928 -3.303  -0.742
C -5.275 3.167 2.541  -0.645
H -6.226 3.337 3.050  0.394
N 0.085 0.281 -2.107  -0.012
H -0.907 -4.813 -1.306  0.439
C -1.399 -3.709 3.946  -0.866
C -3.451 -0.686 -3.747  -0.611
C -2.799 2.771 1.304  1.626
H 3.127 0.585 -1.636  0.235
H 0.700 2.677 -3.986  0.320
C 0.881 3.360 -0.936  -0.931
C -2.164 3.263 -5.208  -0.772
H 4.811 0.744 0.751  0.521
H -1.821 3.364 -6.233  0.472
C -1.721 2.177 -4.461  -0.332
P -1.293 2.305 0.425  2.432
H 3.121 -1.081 -2.173  0.375
C -0.227 5.876 -1.239  -0.876
H -2.472 -3.564 3.890  0.483
C 3.451 -0.894 1.049  0.668
C -0.412 3.614 -0.471  1.729
H -1.881 -1.996 -1.049  -0.148
C 1.470 1.963 -4.247  -1.294
C -4.891 3.954 1.463  -1.027
C 3.326 -2.272 1.232  1.109
C -0.604 -3.336 2.862  -0.160
H 1.591 6.387 -2.225  0.469
O 0.925 -1.134 5.143  -0.673

(4)
Here is an isolated ion of composition C9H17N2O and charge +1 at a distorted geometry from OMol25. Energies are from ωB97M-V/def2-TZVPD.

E: -14623.84180 eV
multiplicity: 3
Kohn-Sham gap (spin up / spin down): 6.4 / 9.3 eV
total charge: +1
ΔE to the lowest compared entry with this formula, charge and spin: 12.2 kcal/mol

Last column: natural (NBO) charge in e.
CARTESIAN COORDINATES (ANGSTROEM)
N -1.585 1.282 -1.164  -0.741
H -1.945 -0.340 2.686  0.235
C -0.821 -1.675 1.361  -0.412
H -2.013 1.513 1.579  0.221
H 1.909 -1.198 0.164  0.250
C -0.570 -2.013 -0.170  -0.490
O -0.357 -0.782 -2.241  -0.781
H 0.201 -2.913 -0.164  0.240
H -1.303 -2.494 1.804  0.229
H -0.025 -1.581 2.070  0.214
H 2.429 -0.679 -1.260  0.248
H -2.549 -0.578 0.870  0.166
H 3.508 1.441 -1.144  0.237
C -0.566 1.091 -0.070  0.303
H -1.452 -2.168 -0.600  0.223
N 0.671 1.617 -0.146  -0.493
C 3.001 1.760 -0.290  -0.648
C 1.726 0.947 -0.280  0.439
C -1.170 0.978 1.343  -0.479
H -1.120 0.935 -2.052  0.487
C 1.592 -0.594 -0.611  -0.582
H 0.089 -1.447 -2.757  0.503
H -1.642 2.267 -1.441  0.427
H -2.408 0.894 -0.763  0.452
H 3.699 1.397 0.565  0.242
C 0.146 -0.968 -0.931  0.397
C -1.740 -0.453 1.622  -0.366
H -0.423 1.057 2.147  0.239
H 2.720 2.705 -0.126  0.241

(5)
Here is C39H34BrLiNO3SSb as an isolated structure at a distorted geometry from OMol25. Energies are from ωB97M-V/def2-TZVPD.

E: -136248.97727 eV
Kohn-Sham gap: 8.6 eV
total charge: 0
ΔE to the lowest compared entry with this formula, charge and spin: 12.6 kcal/mol

Last column: Mulliken charge in e.
CARTESIAN COORDINATES (ANGSTROEM)
H 2.013 -2.869 -1.093  0.311
C 3.525 -0.497 -0.740  0.269
O -1.754 1.427 0.705  -0.597
C 0.242 1.688 -1.925  -1.389
C 2.319 -2.330 -1.989  -1.356
C -4.369 -2.518 0.483  -0.416
H 2.045 5.800 -0.802  0.411
C 3.538 -1.496 -1.711  0.618
C -5.904 -1.082 -1.331  -0.632
H -4.055 -0.552 -2.261  0.407
C 2.171 0.528 3.465  0.763
C -1.528 -6.317 -1.076  -0.457
C 2.741 4.218 0.464  -0.920
H 5.471 -1.449 3.826  0.436
H -4.839 5.950 -1.674  0.364
C 1.197 3.912 -1.334  -0.538
N -3.357 5.762 -0.276  -0.646
H -2.635 -3.640 -2.821  0.420
C 1.121 2.552 -1.071  0.041
H 4.362 -1.292 1.641  0.476
C -1.101 -5.678 0.076  -0.594
C 4.670 0.255 -0.525  -0.084
H -3.757 -3.071 1.181  0.390
H 6.712 0.611 -1.063  0.443
H 3.220 2.463 1.582  0.388
C -3.764 -1.813 -0.544  0.277
H -3.434 1.955 -0.912  0.627
C 2.755 -0.065 2.344  0.167
H -0.658 -6.243 0.884  0.414
H 0.825 0.901 -2.406  0.262
H 0.066 0.530 3.086  -0.086
C -6.514 -1.790 -0.308  -0.383
C -4.255 3.894 -1.428  -0.018
H 3.371 4.860 1.062  0.421
H 4.498 -0.296 5.789  0.380
C -1.232 -4.304 0.188  -0.130
S -1.955 -1.789 -0.675  0.762
C 2.659 2.866 0.746  -0.624
C 5.826 0.020 -1.248  -1.020
C 2.002 4.744 -0.579  -0.804
H -1.421 -7.388 -1.164  0.391
C -4.193 5.253 -1.161  -0.161
C -2.542 3.569 0.167  0.165
H 0.583 1.644 4.357  0.393
C -2.549 4.943 0.374  -0.124
C 0.855 1.228 3.391  -0.624
O -0.833 3.161 1.738  -0.701
C -2.206 -4.215 -2.014  -0.665
C -2.071 -5.588 -2.123  -0.636
C -3.420 3.024 -0.757  -0.400
C -4.524 -1.096 -1.455  -0.211
H -6.508 -0.518 -2.027  0.415
H 6.737 -1.169 -2.781  0.384
C 4.700 -1.723 -2.437  -0.822
H -0.910 -3.776 1.073  0.445
C -5.748 -2.508 0.599  -0.697
H 2.523 -3.053 -2.775  0.439
H 0.864 2.047 2.674  0.202
C 1.860 2.029 -0.014  1.581
O -1.467 -1.563 0.712  -0.926
C -1.621 2.665 0.947  0.297
C 5.841 -0.975 -2.208  -0.627
H -0.237 2.284 -2.699  0.437
H -0.536 1.229 -1.314  0.151
Sb 1.738 -0.066 0.439  1.137
H 0.611 4.330 -2.143  0.391
Br -5.488 3.213 -2.711  -0.220
H -1.870 5.368 1.101  0.524
H -7.588 -1.779 -0.206  0.398
C 4.013 -0.242 4.825  -0.619
C 2.819 0.443 4.692  -0.794
C 4.561 -0.877 3.725  -0.847
H -2.380 -6.094 -3.025  0.408
H -6.221 -3.063 1.397  0.397
C -1.801 -3.588 -0.849  0.392
H 1.489 -1.698 -2.307  0.195
C 3.929 -0.788 2.496  -0.599
Li -0.969 0.048 1.143  0.956
H 4.713 -2.498 -3.193  0.362
H 2.368 0.908 5.558  0.393
H 4.663 1.035 0.225  0.467

(6)
Here is C56H66CuGe2O4S4 as an isolated structure at a distorted geometry from OMol25. Energies are from ωB97M-V/def2-TZVPD.

E: -268351.42415 eV
multiplicity: 2
Kohn-Sham gap (spin up / spin down): 7.5 / 6.3 eV
total charge: 0
ΔE to the lowest compared entry with this formula, charge and spin: 0.0 kcal/mol

Last column: Mulliken charge in e.
CARTESIAN COORDINATES (ANGSTROEM)
C 1.466 -6.590 1.107  -0.436
H -0.768 0.912 3.853  0.391
C -4.191 -3.101 3.401  0.971
H -3.190 -8.025 -2.592  0.367
H -5.283 -4.923 3.149  0.392
Ge 0.168 -4.146 -0.070  -0.527
C -5.121 -0.070 1.287  -1.534
H -5.715 -0.640 0.579  0.285
H -3.636 -4.961 2.523  -0.131
H -3.348 -3.069 5.360  0.390
C -5.323 -3.036 1.215  -1.081
H -3.034 -1.131 6.678  0.381
H -8.459 -4.085 0.468  0.377
H 0.522 -4.563 -5.198  0.396
H -3.655 -8.296 -5.276  0.367
C 2.150 -5.126 -2.299  0.502
C 2.056 0.979 1.698  -0.681
C -4.146 -0.336 3.565  -0.993
C -5.265 -3.169 -3.495  -2.139
H -5.058 -6.818 0.170  0.341
C 0.344 -6.520 -3.395  -0.917
C -3.108 -7.356 -5.198  -1.462
H -0.379 2.498 1.989  0.201
C -6.702 -4.522 -0.671  0.016
C -7.390 -3.948 0.377  -1.134
H -4.185 -4.856 -5.259  0.348
C 3.062 -7.986 -0.049  -1.079
H 3.012 -2.142 -5.964  0.383
C -6.701 -3.215 1.323  0.252
H -3.750 -7.917 -0.313  0.506
C 2.305 -7.702 1.071  -0.263
H 3.676 0.973 -0.402  0.425
H -7.219 -2.779 2.167  0.528
H -4.154 0.744 3.640  0.300
C 1.259 -5.332 -3.350  0.769
C -4.656 -2.327 2.332  0.467
H -0.956 -7.815 0.673  0.207
C -4.127 -6.328 -1.699  1.734
H 0.727 -4.547 5.190  0.337
H -3.927 0.326 6.223  0.364
C 3.035 -3.198 -3.417  -0.830
C -4.635 -0.936 2.410  1.180
H 1.814 -3.542 2.536  -0.190
H -4.266 0.336 0.747  -0.192
H 0.183 3.440 -0.064  0.380
H 2.184 2.904 -0.606  0.393
H 2.322 2.213 -2.238  0.421
H -7.222 -5.118 -1.409  0.542
C 2.216 -4.459 2.972  -1.503
C 1.087 -5.401 3.269  1.100
Ge -2.669 -3.171 -0.087  0.686
H -2.259 0.116 5.697  0.220
H -0.068 -9.045 1.564  0.385
C -1.031 -7.091 3.860  -0.864
H 4.742 -4.785 -1.207  0.327
C 1.372 0.074 2.733  -0.633
H 1.354 -2.649 -6.322  0.374
H -0.970 -5.217 6.702  0.336
C -3.197 -0.407 5.883  -1.519
C -0.272 2.845 -0.874  -0.684
S -1.524 -4.480 -1.566  -0.060
H -6.140 -3.259 -4.140  0.452
C -0.819 -8.261 1.657  -1.759
H 2.915 -4.892 2.259  0.230
C -3.619 -7.046 -2.765  -0.970
S 1.196 -2.250 -0.481  0.935
H -4.528 -2.552 -4.005  0.395
O 1.937 0.282 0.483  0.349
C -5.324 -4.352 -0.800  -1.182
H -1.152 -6.974 6.696  0.408
C 4.089 -3.914 -1.259  -1.406
C 2.625 0.769 -0.643  -0.407
Cu -0.181 -0.496 0.073  -1.350
C -4.634 -3.595 0.143  0.558
O 0.053 -0.268 2.371  0.346
H -3.378 -6.301 0.294  -0.054
C -1.332 -6.064 6.123  -1.655
H -3.206 -6.820 -6.139  0.363
C -4.261 -4.595 3.336  -0.899
H -5.558 -2.666 -2.578  0.264
C 3.074 -4.076 -2.350  0.999
H 3.703 -8.855 -0.064  0.413
H 0.556 -7.112 -4.286  0.612
C 1.238 -4.421 -4.399  -1.087
H 3.586 -3.812 -0.298  0.179
C -3.701 -2.469 4.533  -1.064
H -3.905 -5.038 4.262  0.219
H -2.058 -7.594 -5.039  0.265
C -1.220 1.792 1.928  -0.908
H 1.395 0.535 3.730  0.454
C -0.379 -7.222 2.646  1.216
H 4.693 -3.026 -1.428  0.445
H 1.911 -0.878 2.748  0.086
H -2.408 -5.964 5.989  0.305
H 3.114 1.123 1.957  0.472
H 2.750 -4.202 3.883  0.653
C -3.640 -6.537 -4.058  0.862
H 3.578 -7.357 -2.033  0.517
H -0.443 3.517 -1.728  0.427
C 0.693 -6.373 2.352  0.961
H 1.657 -1.376 -5.136  0.259
H -2.025 1.648 -1.224  0.235
H 2.361 -8.341 1.941  0.595
H -1.755 -8.717 1.972  0.432
H 0.468 -7.149 -2.518  0.158
C 2.098 -3.338 -4.434  0.753
H -1.860 -7.746 4.093  0.393
H 1.573 1.966 1.655  0.114
C -0.638 -6.143 4.794  0.775
H -1.878 -0.052 2.831  -0.751
C 2.994 -7.147 -1.147  -0.496
H -2.289 3.010 -0.084  0.465
H 2.562 -0.054 -1.358  -0.047
S -1.292 -3.740 1.664  0.537
H -5.716 0.755 1.673  0.540
C 0.414 -5.301 4.481  -1.028
O -1.392 1.287 0.626  0.991
S -2.343 -1.082 -0.690  -0.968
C -0.978 0.576 2.830  0.153
C 2.171 -6.028 -1.127  0.088
C -4.689 -4.526 -3.213  1.305
C 1.401 -5.749 0.002  -0.673
C -4.669 -5.057 -1.928  -0.033
C -3.684 -1.087 4.636  1.055
C -4.169 -5.275 -4.262  -0.975
H 3.736 -2.375 -3.451  0.393
H -2.130 2.318 2.248  0.552
C -1.592 2.227 -0.405  -0.947
C -4.080 -6.881 -0.307  -1.445
O 0.564 1.771 -1.226  -0.101
C 2.027 -2.321 -5.534  -1.550
C 1.952 2.022 -1.221  -0.746
H -0.694 -6.192 -3.439  -0.163

(7)
Here is one molecule with the formula CH5N3O2S at a distorted geometry from OMol25. Energies are from ωB97M-V/def2-TZVPD.

E: -20515.66357 eV
Kohn-Sham gap: 9.3 eV
total charge: 0
ΔE to the lowest compared entry with this formula, charge and spin: 63.2 kcal/mol

Last column: natural (NBO) charge in e.
CARTESIAN COORDINATES (ANGSTROEM)
H 1.734 -0.961 0.292  0.198
H 0.583 1.735 0.146  0.472
O -1.180 1.554 -0.267  -0.953
H 2.402 1.203 0.135  0.415
N -0.073 -0.526 1.046  -0.785
C 1.039 -0.231 0.399  0.425
O -2.617 -0.483 0.118  -0.909
S -1.325 0.078 -0.145  2.344
H -0.469 -1.450 1.083  0.416
N -0.494 -0.742 -1.151  -1.266
N 1.412 1.012 0.262  -0.749
H -1.011 -1.189 -1.917  0.392